No. 1
Formula: C3H11N4
Source: the Open Molecules 2025 dataset
Level of theory: the ωB97M-V functional and the def2-TZVPD basis

XYZ file:
```
18
Properties=species:S:1:pos:R:3
C -0.40 0.55 -0.46
C -1.11 1.19 0.59
C 0.96 -2.55 -0.76
N 1.34 -0.18 0.89
N 1.17 -1.18 -1.28
N 0.63 -0.26 -0.27
N -1.88 2.36 0.38
H -0.56 0.80 -1.47
H -0.84 0.86 1.63
H 0.04 -2.53 -0.32
H 0.85 -3.17 -1.59
H 1.78 -2.75 -0.09
H 1.06 -0.82 1.63
H 1.16 0.67 1.33
H 2.12 -1.01 -1.33
H -2.36 2.59 -0.57
H -1.29 3.16 0.71
H -2.66 2.26 0.98
```

Calculated values
electronic energy	-339.540122	Ha
multiplicity	1
SMILES	CNN(N)/C=C/[NH3+]
E_HOMO	-12.14	eV
charge	+1

***

No. 2
Formula: C4H8O2
Source: the Open Molecules 2025 dataset
Level of theory: the ωB97M-V functional and the def2-TZVPD basis

XYZ file:
```
14
Properties=species:S:1:pos:R:3
O 1.02 -0.71 -1.90
C 0.55 0.14 -0.93
C -0.86 -0.12 -0.47
C -1.01 0.07 1.01
O 0.17 -0.42 1.62
C 1.26 0.22 1.15
H 0.85 -1.62 -1.61
H 0.73 1.15 -1.29
H -1.13 -1.15 -0.71
H -1.56 0.51 -1.00
H -1.87 -0.48 1.39
H -1.13 1.13 1.25
H 1.12 1.31 1.09
H 1.61 -0.14 0.09
```

Calculated values
electronic energy	-307.532697	Ha
multiplicity	1
E_HOMO	-7.90	eV

***

Computed orbital gap (hartree) in order:
0.311 0.320
Computed ΔE to the lowest compared entry with this formula, charge and spin (kcal/mol) in order:
112.7 112.8